Entry 1:
# C7H7ClOSi

C7H7ClOSi as an isolated structure (ωB97M-V/def2-TZVPD, the Open Molecules 2025 dataset).

Structure (XYZ):
```
17
C7H7ClOSi ωB97M-V/def2-TZVPD
C 0.27971 2.36270 0.11969
C 1.45124 1.65595 -0.08993
C -0.91297 1.70135 0.20027
C 1.50852 0.26031 -0.32906
C -1.07398 0.39364 0.16280
C 0.57965 -0.66849 -0.00547
C -2.23044 -0.49666 0.16763
O -2.35785 -1.68557 0.11447
Si 0.75494 -2.58178 -0.07927
Cl -3.75052 0.44498 0.13433
H 0.30520 3.33390 0.33773
H 2.50811 2.15493 -0.15807
H -1.81980 2.36707 0.27225
H 2.60504 0.01091 -0.37251
H -0.59662 -2.82581 -0.56057
H 1.23172 -3.14091 1.22181
H 1.51805 -3.28651 -1.13610
```

Results
- 2S+1 = 3
- maximum force (Eh/bohr) = 0.1562
- E_LUMO (alpha / beta) (eV) = 0.351 / -3.300
- highest occupied orbital energy (alpha / beta) (eV) = -6.73 / -10.06
- calculated total energy (eV) = -29813.4211
- orbital gap (alpha / beta) (eV) = 7.1 / 6.8

Electronic structure analysis, natural (NBO) charges in units of e: -0.101 -0.162 -0.302 -0.313 0.030 -0.292 0.451 -0.493 0.834 -0.120 0.206 0.215 0.248 0.214 -0.121 -0.143 -0.151


Entry 2:
# C7H7CrO5S

C7H7CrO5S as an isolated structure (ωB97M-V/def2-TZVPD, the Open Molecules 2025 dataset).

Structure (XYZ):
```
21
C7H7CrO5S ωB97M-V/def2-TZVPD
O -0.27605 3.52967 -3.73480
C -0.24550 2.39570 -3.57177
Cr -0.13133 -0.70438 0.34952
O 0.29492 2.20591 0.78357
C 0.05314 1.20043 0.23334
C 0.36849 -2.58240 -0.17202
O 0.82328 -3.31481 -0.95582
C 1.81305 -0.61208 0.32299
O 2.90748 -0.94457 0.54896
C -2.08688 -0.45014 0.71011
O -3.05156 -0.50770 1.38228
H -0.50912 0.21175 -0.95952
C -0.48414 -2.97033 2.28693
S -0.15563 -1.14921 2.62278
C 1.60361 -1.03239 3.09614
H -1.37214 -3.09982 1.64515
H -0.74255 -3.21662 3.32503
H 0.37870 -3.57870 1.92871
H 1.95415 0.00294 2.96677
H 1.42346 -1.23191 4.16219
H 2.29392 -1.78033 2.67045
```

Results
- 2S+1 = 5
- maximum force (Eh/bohr) = 0.1394
- net charge = +1
- E_LUMO (alpha / beta) (eV) = -4.609 / -6.180
- highest occupied orbital energy (alpha / beta) (eV) = -11.24 / -13.82
- calculated total energy (eV) = -56854.0962
- energy above the lowest of the compared OMol25 structures with the same formula, charge and spin (kJ/mol) = 64.8
- orbital gap (alpha / beta) (eV) = 6.6 / 7.6

Electronic structure analysis, natural (NBO) charges in units of e: -0.483 0.488 0.006 -0.407 0.527 0.534 -0.356 0.509 -0.413 0.527 -0.392 0.063 -0.725 0.341 -0.744 0.252 0.258 0.248 0.262 0.253 0.254


Entry 3:
# C7H7F3O2

One molecule with the formula C7H7F3O2 (ωB97M-V/def2-TZVPD, the Open Molecules 2025 dataset).

Structure (XYZ):
```
19
C7H7F3O2 ωB97M-V/def2-TZVPD
C -0.47516 -1.52754 0.64822
C 0.71652 -0.65402 0.80975
C -1.63308 -1.22857 0.02045
C 1.60858 -0.70446 -0.21213
C -2.17862 0.01509 -0.41951
C -1.81263 1.28581 -0.38919
C 2.91035 0.05827 -0.12843
O -0.78693 1.66796 0.43815
O -2.52918 2.24482 -0.85767
F 2.61388 1.20636 0.46777
F 3.76940 -0.61050 0.74220
F 3.60790 0.35831 -1.20000
H -0.31519 -2.60294 0.78378
H 0.82437 -0.04891 1.64523
H -2.31602 -2.11914 -0.12763
H 1.30286 -1.40832 -1.09758
H -3.00032 -0.07040 -1.17204
H -0.10793 1.02234 0.54605
H -2.19879 3.11582 -0.49741
```

Results
- 2S+1 = 3
- maximum force (Eh/bohr) = 0.1348
- E_LUMO (alpha / beta) (eV) = 0.523 / -1.939
- highest occupied orbital energy (alpha / beta) (eV) = -4.98 / -10.31
- calculated total energy (eV) = -19614.5361
- energy above the lowest of the compared OMol25 structures with the same formula, charge and spin (kJ/mol) = 0.0
- orbital gap (alpha / beta) (eV) = 5.5 / 8.4

Electronic structure analysis, natural (NBO) charges in units of e: -0.169 -0.266 -0.358 -0.290 -0.221 0.537 0.949 -0.704 -0.629 -0.327 -0.347 -0.300 0.203 0.223 0.219 0.243 0.222 0.504 0.511